Formula: C3H10N2S
Source: the OMol25 dataset
Level of theory: the ωB97M-V functional and the def2-TZVPD basis

Atoms and positions in Å:
H1 1.7816 0.2897 1.0383
H2 3.1377 -0.3211 -1.6452
H3 -3.0225 1.5998 1.5063
H4 -2.1890 0.4317 -1.0869
C1 3.1613 -0.2010 -0.5607
H5 -0.4673 -0.5228 0.2907
C2 1.7869 0.2028 -0.0479
H6 3.5019 -1.1219 -0.0889
H7 -3.3473 1.6288 -0.8040
H8 3.8959 0.5723 -0.3357
H9 1.5072 1.1572 -0.5074
S1 0.5541 -1.0717 -0.4858
N1 -1.5898 0.1171 1.3785
N2 -2.5542 1.1258 -0.4524
C3 -2.3963 0.9619 0.8790
H10 -1.5822 0.2168 2.3848

Computed properties:
- relative energy (zero: lowest compared OMol25 entry of this formula, charge and spin) (kJ/mol) = 24.9
- HOMO level (eV) = -8.079
- Kohn-Sham gap (eV) = 8.830
- calculated total energy (hartree) = -627.98515
- SMILES = [H]/N=C/N.CCS


Formula: C3H7N2O
Source: the OMol25 dataset
Level of theory: the ωB97M-V functional and the def2-TZVPD basis

Atoms and positions in Å:
H1 -1.2979 -2.1064 -0.0314
N1 1.5926 0.3254 1.0445
C1 -1.2289 -1.1598 0.2582
H2 -0.7142 -0.0518 -1.7026
H3 1.6475 1.0251 1.7414
H4 -2.1906 -0.5898 0.1248
C2 -0.1761 -0.4363 -0.6743
N2 0.5369 0.7363 -0.0059
H5 2.5167 0.1299 0.6008
H6 -1.0178 -1.1133 1.4101
H7 0.6365 -1.1544 -0.7520
C3 0.1046 1.8036 -0.6904
O1 -0.4093 2.5914 -1.3233

Computed properties:
- relative energy (zero: lowest compared OMol25 entry of this formula, charge and spin) (kJ/mol) = 446.3
- HOMO level (eV) = -15.936
- net charge = +1
- Kohn-Sham gap (eV) = 10.654
- calculated total energy (hartree) = -302.87003
- SMILES = CC[N+](N)=C=O